[1]
Below is a structure of composition C30H20N8O3SW, with properties calculated with ωB97M-V with the def2-TZVPD basis set.

XYZ file:
```
63
C30H20N8O3SW ωB97M-V with the def2-TZVPD basis set
N -0.63231 2.18927 0.02725
C -0.16752 3.37784 0.48765
C -1.79902 -0.47205 4.60049
C -1.40161 -2.27050 1.38268
C -0.93631 0.95240 2.88395
O -3.22592 -5.85759 2.54603
C -2.63015 3.44814 0.22601
H -1.53099 -0.71010 -3.48309
C -0.88908 -0.60005 -8.54832
H 1.81376 0.10055 -6.61270
S -1.38040 4.57827 0.72671
N -2.84120 -5.12388 3.43429
H -0.35402 -2.54156 -1.73583
C -2.29360 -2.84044 3.96423
N 0.03468 0.19742 -2.35900
N -0.97863 -0.00895 1.96371
C -2.03884 2.25798 -0.12959
N 1.10406 3.60719 0.75520
C -4.17130 1.30474 -0.62946
C -1.65231 -4.53909 0.65800
C -1.91627 -0.61076 -7.54255
H -2.34365 0.24694 -0.94762
C -0.78407 -2.85094 -0.79102
O -2.91447 -5.33344 4.61430
H -0.99521 -4.90221 -1.34808
C -1.42358 -1.23496 2.35952
C -2.79315 1.17815 -0.55229
W -0.40267 0.13568 -0.17361
H -4.78608 0.47790 -0.95691
C -1.13752 -4.16889 -0.56683
H -4.48945 4.54104 0.40789
O 2.56354 -0.46272 0.67827
C -0.59896 -0.17012 -3.45208
C 0.78316 -0.07599 -6.88435
H -2.36972 -0.33214 -5.50142
H -2.64415 -3.07956 4.96112
C -2.29414 -3.80260 3.02419
H -5.83916 2.62193 -0.34936
C -4.76432 2.52206 -0.28268
H 1.41754 4.50991 1.08841
C 1.20937 0.83507 -2.78438
H -2.11722 -0.64930 5.62090
H -1.92475 -5.56601 0.84547
C -1.84292 -1.51350 3.65401
C -1.21590 -0.85779 -9.87271
N -1.49322 -1.07625 -10.98551
C 1.50600 -0.24427 0.35126
H 1.23702 -0.33202 -8.95304
H 1.93311 1.24036 -2.09931
C 1.26466 0.82724 -4.12554
C -1.33771 0.75875 4.20742
H 1.99871 1.24368 -4.79250
N -0.91402 -1.91072 0.15703
C -1.81069 -3.57300 1.67892
H -1.27435 1.58488 4.90187
H -0.56967 1.91908 2.57233
C -4.00911 3.60782 0.14436
C -1.58738 -0.36346 -6.24569
C 0.47188 -0.32547 -8.18655
H -2.94074 -0.80025 -7.83671
H 1.81644 2.90975 0.60661
C -0.23869 -0.09337 -5.90589
N 0.10821 0.17619 -4.56709
```

- 2S+1 = 3
- orbital gap (spin up / spin down) (eV) = 6.4 / 4.6
- DFT total energy (a.u.) = -2282.71645
- expectation value of S² = 2.233
- net charge = +4

natural (NBO) atomic charge list, values in e, 6 entries: -0.65, 0.32, -0.04, 0.14, 0.11, -0.35



[2]
Below is a structure of composition C24H25I2N5O4SYb, with properties calculated with ωB97M-V with the def2-TZVPD basis set.

XYZ file:
```
62
C24H25I2N5O4SYb ωB97M-V with the def2-TZVPD basis set
N 2.94433 -0.04450 -0.43308
N -1.44843 0.86257 1.39851
H 3.09387 3.75033 3.41432
O 0.27535 -1.14923 -0.12117
N 0.84068 2.14661 0.71985
O -1.44717 -1.08292 -1.45871
C 1.50428 2.37628 3.00344
H -2.90636 -2.99814 -1.39356
I -1.79416 1.55763 -3.71242
H 1.02928 -2.57794 0.72217
C -4.56577 -0.80100 0.90122
H -0.87110 4.08831 -3.60952
C 2.85772 0.79336 -1.45922
H 3.95109 0.56781 1.30022
H -3.56038 -5.35026 -0.93988
C -0.54422 -5.29503 0.61623
H 2.12704 -0.60274 -0.24127
I -1.63113 3.89838 -1.03521
N 3.92956 1.50680 -1.80516
H -6.64074 -1.12231 0.44198
C 0.70699 1.81202 2.01038
C 4.09135 -0.12357 0.46285
Yb -0.84558 0.69228 -0.66101
C -2.18471 -0.26269 1.36137
H -0.71505 0.96189 3.35761
C 1.75221 3.07039 0.39743
C 5.36038 0.22741 -0.29887
H 1.34797 2.09049 4.03502
C 2.58898 3.66742 1.31746
C -0.18145 -3.97106 0.38372
H 3.31082 4.40851 1.00398
H -6.55714 0.40181 -1.54262
C -4.48859 0.84786 -1.25668
C 2.46302 3.30668 2.65521
H -4.50810 -1.46424 1.75257
H 4.14764 -1.13515 0.86124
H 3.83561 2.09804 -2.61331
C -1.75104 3.64002 -3.16794
O 0.98766 -3.53235 0.88332
C -2.26110 -3.66048 -0.83246
H 5.58731 -0.56068 -1.01829
H 5.99353 1.75345 -1.69347
C -0.72176 -1.75939 -0.65872
O -1.96211 -1.32518 1.93668
C -1.74124 -5.78141 0.13492
H -2.66121 4.11302 -3.51239
N -3.37013 0.69980 -0.54730
H -4.43043 1.49448 -2.12331
C -5.72475 -0.61657 0.16785
H 0.12550 -5.92125 1.19023
S 1.41610 0.95324 -2.36521
C -3.42916 -0.11024 0.51885
C -2.61541 -4.96480 -0.58306
C -0.34123 0.79612 2.34335
H 5.09913 2.36339 -0.29384
H 1.80131 3.35011 -0.64893
C -1.04171 -3.15051 -0.36809
H 6.19974 0.31282 0.38888
H 0.09880 -0.21025 2.34639
H -2.00422 -6.81426 0.32287
C 5.16085 1.54992 -1.02339
C -5.68254 0.22891 -0.93199
```

- 2S+1 = 2
- orbital gap (spin up / spin down) (eV) = 7.6 / 7.6
- DFT total energy (a.u.) = -3656.59315
- expectation value of S² = 0.751
- ΔE to the lowest compared entry with this formula, charge and spin (eV) = 0.794
- net charge = +1

natural (NBO) atomic charge list, values in e, 6 entries: -0.58, -0.76, 0.23, -0.80, -0.52, -0.75